DFT (ωB97M-V/def2-TZVPD) results for 2 unconnected molecules or ions with the total composition C22H45FN3O2S at a distorted geometry.

Calculated values
E_tot in eV: -45645.603
Total charge: +1
Kohn-Sham gap in eV: 9.8
Lowest unoccupied orbital energy in eV: -2.4
Multiplicity: 1

Element x y z (Å)
C  3.68  2.85  2.36
C  2.68  1.55  2.62
C  3.45  0.17  2.07
C  3.40  0.29  0.42
C  2.72  -0.99  -0.34
C  1.13  -0.82  -0.72
S  0.23  -0.64  0.96
C  0.59  -2.23  -1.36
C  0.78  -3.55  -0.40
O  -0.47  -4.39  -0.34
C  -1.35  -3.94  0.75
C  -2.69  -3.27  0.06
O  -2.99  -1.93  0.58
C  -4.14  -1.37  -0.19
C  -5.59  -1.94  0.33
N  1.14  -2.58  -2.72
C  1.60  -1.38  -3.51
C  0.88  0.04  -3.12
C  1.80  1.22  -3.84
C  0.94  2.52  -4.35
C  -0.35  2.14  -5.33
F  0.56  3.47  -3.24
N  0.81  0.34  -1.64
C  -0.58  0.96  -1.39
H  4.82  2.60  2.54
H  3.59  3.27  1.24
H  3.40  3.77  3.06
H  2.35  1.43  3.74
H  1.75  1.73  1.90
H  4.56  0.27  2.46
H  2.91  -0.80  2.48
H  4.54  0.31  0.07
H  2.96  1.34  0.13
H  2.94  -1.94  0.35
H  3.34  -1.20  -1.33
H  0.91  -1.46  1.89
H  -0.59  -2.09  -1.51
H  1.57  -4.24  -0.96
H  1.23  -3.33  0.66
H  -1.72  -4.93  1.31
H  -0.83  -3.27  1.55
H  -2.47  -3.21  -1.11
H  -3.59  -4.04  0.19
H  -4.17  -0.19  -0.05
H  -3.99  -1.57  -1.34
H  -5.56  -2.11  1.49
H  -5.97  -2.88  -0.28
H  -6.38  -1.07  0.13
H  0.35  -2.99  -3.25
H  1.37  -1.63  -4.66
H  2.78  -1.20  -3.47
H  -0.22  -0.02  -3.57
H  2.23  0.70  -4.82
H  2.75  1.52  -3.21
H  1.68  3.15  -5.04
H  -0.44  2.87  -6.27
H  -0.18  1.06  -5.80
H  -1.37  2.06  -4.74
H  1.49  1.14  -1.47
H  -0.57  1.73  -0.48
H  -1.42  0.13  -1.27
H  -0.94  1.62  -2.32
C  -2.29  3.43  5.10
C  -1.84  2.69  3.85
C  -1.74  1.17  4.05
C  -0.69  0.81  5.01
N  0.14  0.53  5.78
H  -1.57  3.32  5.91
H  -2.40  4.50  4.89
H  -3.26  3.05  5.45
H  -0.88  3.09  3.52
H  -2.57  2.88  3.05
H  -1.51  0.70  3.09
H  -2.70  0.77  4.38

---

DFT (ωB97M-V/def2-TZVPD) results for 3 unconnected molecules or ions with the total composition C22H45FN4O4S at a distorted geometry.

Calculated values
E_tot in eV: -51245.307
SMILES: O=C(O)CN(CCCCn1cccc1)S(=O)(=O)F.CCN(CC)CC.CCN(CC)CC
Kohn-Sham gap in eV: 8.4
Lowest unoccupied orbital energy in eV: 0.4
Multiplicity: 1

Element x y z (Å)
O  1.06  -3.85  1.76
C  2.10  -3.31  1.45
O  2.98  -4.07  0.70
C  2.42  -1.86  1.80
N  1.43  -1.41  2.78
C  1.01  0.00  2.59
C  0.10  0.12  1.36
C  -1.40  0.27  1.68
C  -1.94  -0.72  2.72
N  -2.52  -1.94  2.14
C  -2.97  -2.87  3.00
C  -3.43  -3.93  2.27
C  -3.25  -3.57  0.92
C  -2.69  -2.32  0.85
S  1.91  -1.74  4.33
O  0.79  -2.15  5.08
O  2.97  -2.69  4.33
F  2.48  -0.40  4.94
H  3.08  -4.94  1.10
H  3.46  -1.85  2.16
H  2.39  -1.29  0.86
H  0.46  0.30  3.49
H  1.89  0.65  2.50
H  0.26  -0.71  0.66
H  0.40  1.03  0.83
H  -1.94  0.17  0.74
H  -1.57  1.30  2.00
H  -2.72  -0.22  3.30
H  -1.19  -1.04  3.46
H  -2.97  -2.81  4.08
H  -3.85  -4.85  2.64
H  -3.50  -4.17  0.06
H  -2.42  -1.72  0.00
C  -0.69  4.03  -0.99
C  -1.91  4.38  -0.16
N  -1.62  5.22  0.99
C  -2.72  5.32  1.93
C  -4.01  6.00  1.45
C  -0.92  6.46  0.71
C  -1.57  7.45  -0.26
H  0.09  3.57  -0.37
H  -0.96  3.32  -1.77
H  -0.26  4.91  -1.48
H  -2.34  3.44  0.20
H  -2.67  4.84  -0.82
H  -2.37  5.82  2.84
H  -2.98  4.30  2.25
H  -3.90  7.08  1.40
H  -4.82  5.80  2.16
H  -4.34  5.63  0.48
H  0.07  6.21  0.32
H  -0.71  6.97  1.65
H  -1.97  6.96  -1.15
H  -0.83  8.18  -0.60
H  -2.37  8.01  0.21
C  4.74  -2.55  -3.99
C  3.57  -3.06  -3.15
N  2.34  -2.33  -3.37
C  1.32  -2.62  -2.38
C  0.76  -4.04  -2.34
C  1.89  -2.24  -4.75
C  1.62  -3.56  -5.50
H  4.90  -1.48  -3.83
H  5.65  -3.08  -3.70
H  4.59  -2.72  -5.05
H  3.85  -2.96  -2.10
H  3.45  -4.14  -3.34
H  0.49  -1.92  -2.51
H  1.73  -2.40  -1.39
H  0.07  -4.23  -3.17
H  0.18  -4.19  -1.42
H  1.54  -4.80  -2.35
H  2.62  -1.67  -5.32
H  0.98  -1.63  -4.78
H  2.42  -4.29  -5.34
H  1.57  -3.36  -6.57
H  0.67  -4.01  -5.21

---

DFT (ωB97M-V/def2-TZVPD) results for a molecular structure, C22H45InN2OP3 at a distorted geometry.

Calculated values
Relative energy (zero: lowest compared OMol25 entry of this formula, charge and spin) in kcal/mol: 0.0
E_tot in eV: -61584.036
Total charge: +3
Kohn-Sham gap (spin up / spin down) in eV: 4.3 / 5.3
Lowest unoccupied orbital energy (spin up / spin down) in eV: -12.0 / -10.9
Multiplicity: 1

Element x y z (Å)
In  0.12  -0.49  -0.13
P  -0.34  1.95  1.17
P  -2.51  -1.06  0.33
P  2.19  0.92  -1.48
H  -2.02  -4.68  -7.19
C  -0.93  -4.79  -7.16
C  -0.30  -5.65  -6.34
H  -0.81  -6.39  -5.71
C  -1.02  3.26  0.08
C  -1.52  1.95  2.56
C  1.15  2.72  1.91
C  -2.85  -2.68  -0.43
C  -3.23  -1.28  1.99
C  -3.69  0.05  -0.52
C  2.99  -0.20  -2.69
C  3.59  1.52  -0.46
C  1.74  2.37  -2.49
H  -0.37  -4.22  -7.91
H  0.81  -5.71  -6.37
H  -1.21  4.17  0.68
H  -1.96  2.90  -0.36
H  -0.32  3.48  -0.73
H  -1.75  3.00  2.81
H  -1.06  1.46  3.43
H  -2.45  1.43  2.28
H  1.21  3.79  1.66
H  2.04  2.20  1.54
H  1.11  2.60  3.01
H  -3.81  -3.06  -0.06
H  -2.04  -3.37  -0.15
H  -2.87  -2.60  -1.53
H  -4.30  -1.49  1.88
H  -3.09  -0.38  2.63
H  -2.75  -2.14  2.50
H  -4.70  -0.37  -0.38
H  -3.46  0.10  -1.59
H  -3.66  1.07  -0.11
H  3.93  0.23  -3.07
H  2.30  -0.39  -3.52
H  3.21  -1.16  -2.19
H  4.52  1.48  -1.06
H  3.72  0.88  0.42
H  3.43  2.55  -0.13
H  2.51  2.53  -3.25
H  1.64  3.28  -1.87
H  0.78  2.19  -2.98
C  0.17  -2.46  -2.59
C  -0.73  -1.61  -3.32
C  -0.73  -1.60  -4.70
C  0.10  -2.51  -5.38
C  0.77  -3.51  -4.68
C  0.77  -3.53  -3.30
O  0.52  -2.24  -1.35
H  -0.61  0.63  -1.30
H  -1.33  -0.86  -2.79
H  -1.35  -0.88  -5.25
H  0.14  -2.51  -6.48
H  1.25  -4.33  -5.20
H  1.29  -4.27  -2.72
C  0.66  -1.72  5.30
C  1.14  -1.67  3.91
C  2.36  -2.04  3.33
C  2.25  -1.80  1.95
N  1.01  -1.31  1.70
N  0.38  -1.26  2.89
C  3.25  -2.03  0.89
H  0.62  -2.76  5.66
H  1.32  -1.15  5.97
H  -0.35  -1.30  5.39
H  3.22  -2.42  3.85
H  -0.60  -0.99  2.97
H  4.01  -1.21  0.90
H  3.76  -3.00  1.07
H  2.78  -2.07  -0.11

---

DFT (ωB97M-V/def2-TZVPD) results for a molecular structure, C22H45MnN2O6P2Si.

Calculated values
E_tot in eV: -96589.594
Expectation value of S²: 8.75
Total charge: +1
Kohn-Sham gap (spin up / spin down) in eV: 7.9 / 7.4
Lowest unoccupied orbital energy (spin up / spin down) in eV: -1.9 / -2.5
Multiplicity: 6

Element x y z (Å)
Mn  0.07  -0.07  -0.32
C  4.31  3.42  1.74
C  4.65  2.67  0.47
C  6.06  2.11  0.46
O  3.68  1.57  0.39
P  3.17  0.85  -0.90
O  2.17  -0.19  -0.54
C  2.45  2.11  -1.98
P  1.07  2.95  -1.19
O  0.35  2.03  -0.25
O  0.18  3.49  -2.36
C  -1.28  3.26  -2.44
C  -1.86  4.47  -3.12
C  -1.52  1.97  -3.19
O  1.69  4.18  -0.45
C  1.34  5.59  -0.65
C  0.18  5.93  0.26
C  2.59  6.38  -0.36
O  4.38  0.31  -1.72
C  4.69  -1.13  -1.92
C  6.10  -1.35  -1.45
C  4.47  -1.42  -3.39
H  4.97  4.27  1.85
H  4.44  2.77  2.60
H  3.28  3.76  1.71
H  4.48  3.32  -0.39
H  6.20  1.45  1.32
H  6.77  2.94  0.55
H  6.27  1.57  -0.45
H  2.08  1.58  -2.86
H  3.20  2.82  -2.31
H  -1.65  3.17  -1.42
H  -1.47  4.57  -4.13
H  -1.64  5.38  -2.56
H  -2.95  4.37  -3.18
H  -1.14  2.04  -4.21
H  -2.59  1.77  -3.24
H  -1.06  1.12  -2.69
H  1.05  5.71  -1.70
H  0.45  5.76  1.30
H  -0.69  5.31  0.03
H  -0.10  6.97  0.13
H  2.92  6.21  0.67
H  2.39  7.45  -0.48
H  3.39  6.11  -1.04
H  3.98  -1.68  -1.30
H  6.81  -0.78  -2.05
H  6.35  -2.41  -1.55
H  6.22  -1.07  -0.40
H  5.08  -0.76  -4.00
H  3.42  -1.31  -3.66
H  4.76  -2.45  -3.60
C  -3.15  1.91  0.85
C  -3.18  0.41  0.70
C  -4.32  -0.32  0.92
C  -4.26  -1.71  0.75
C  -3.10  -2.33  0.37
C  -1.96  -1.53  0.13
N  -2.03  -0.18  0.33
N  -0.73  -1.93  -0.27
Si  -0.07  -3.40  -0.89
C  1.01  -2.93  -2.37
C  -1.37  -4.63  -1.44
C  1.05  -4.16  0.41
H  -3.61  2.38  -0.02
H  -2.12  2.26  0.94
H  -3.71  2.22  1.73
H  -5.24  0.17  1.22
H  -5.15  -2.31  0.93
H  -3.04  -3.40  0.25
H  0.77  -1.92  -2.73
H  0.85  -3.61  -3.21
H  2.07  -2.95  -2.11
H  -2.14  -4.16  -2.05
H  -1.85  -5.12  -0.59
H  -0.90  -5.42  -2.04
H  1.73  -3.41  0.81
H  1.65  -4.97  -0.01
H  0.47  -4.57  1.24

---

DFT (ωB97M-V/def2-TZVPD) results for 3 unconnected molecules or ions with the total composition C22H45N2O5PS2 at a distorted geometry.

Calculated values
E_tot in eV: -67712.165
Expectation value of S²: 2.01
Kohn-Sham gap (spin up / spin down) in eV: 8.6 / 7.4
Lowest unoccupied orbital energy (spin up / spin down) in eV: 0.2 / -1.0
Multiplicity: 3

Element x y z (Å)
O  6.63  2.06  -1.68
S  5.23  1.70  -2.31
O  5.08  0.17  -2.15
O  5.38  2.19  -3.98
C  4.07  2.55  -4.53
C  3.42  3.93  -3.92
C  3.90  4.20  -2.34
C  3.82  2.71  -1.61
P  3.77  2.83  0.29
S  5.44  3.37  1.13
H  4.21  2.68  -5.71
H  3.33  1.64  -4.37
H  2.25  3.74  -3.84
H  3.58  4.88  -4.59
H  3.22  5.00  -1.80
H  5.06  4.50  -2.30
H  2.81  2.23  -1.97
H  3.20  1.62  0.83
H  2.81  3.90  0.60
C  -1.51  0.69  2.42
C  -0.60  1.91  2.09
C  -0.92  3.13  3.02
C  -2.14  3.94  2.61
C  -2.07  4.33  1.14
C  -1.89  3.09  0.22
N  -0.72  2.23  0.63
O  0.45  2.91  0.24
C  -3.22  2.27  0.25
C  -1.80  3.57  -1.26
C  0.83  1.42  2.51
H  -2.21  0.43  1.62
H  -0.92  -0.23  2.56
H  -2.09  0.85  3.33
H  -0.06  3.81  3.03
H  -1.05  2.79  4.05
H  -3.06  3.39  2.83
H  -2.18  4.86  3.22
H  -2.98  4.88  0.87
H  -1.24  5.03  0.99
H  -3.13  1.36  -0.35
H  -4.05  2.86  -0.16
H  -3.53  1.99  1.26
H  -0.98  4.28  -1.42
H  -2.71  4.08  -1.57
H  -1.65  2.72  -1.94
H  1.18  0.61  1.87
H  0.82  1.05  3.55
H  1.58  2.23  2.48
C  -2.36  -6.32  -0.54
C  -2.49  -4.89  0.06
C  -2.31  -3.79  -1.04
C  -0.87  -3.49  -1.41
C  -0.03  -3.22  -0.17
C  -0.11  -4.39  0.84
N  -1.53  -4.75  1.20
O  -2.02  -3.74  2.05
C  0.64  -5.61  0.24
C  0.75  -4.03  2.10
C  -4.00  -4.81  0.49
H  -1.49  -6.87  -0.19
H  -3.20  -6.96  -0.25
H  -2.33  -6.30  -1.64
H  -2.76  -2.85  -0.69
H  -2.86  -4.07  -1.94
H  -0.45  -4.30  -2.01
H  -0.84  -2.60  -2.06
H  1.01  -3.05  -0.47
H  -0.37  -2.29  0.30
H  0.58  -6.48  0.90
H  1.70  -5.39  0.10
H  0.27  -5.91  -0.75
H  0.43  -3.10  2.57
H  1.80  -3.90  1.83
H  0.70  -4.83  2.85
H  -4.22  -5.50  1.31
H  -4.66  -5.08  -0.35
H  -4.30  -3.80  0.81

---

DFT (ωB97M-V/def2-TZVPD) results for a molecular structure, C22H45N2OP3Ru at a distorted geometry.

Calculated values
E_tot in eV: -58989.097
Expectation value of S²: 8.78
Total charge: +3
Kohn-Sham gap (spin up / spin down) in eV: 6.2 / 4.8
Lowest unoccupied orbital energy (spin up / spin down) in eV: -8.6 / -12.7
Multiplicity: 6

Element x y z (Å)
Ru  -0.16  -0.06  -0.97
P  0.06  -2.12  -1.73
P  2.19  -0.06  -0.28
P  -2.48  0.57  -1.00
H  1.40  2.22  -1.77
C  0.37  2.35  -1.43
C  0.07  2.58  -0.09
H  0.88  2.73  0.63
C  1.10  -2.30  -3.22
C  0.77  -3.34  -0.58
C  -1.44  -2.92  -2.38
C  3.05  1.46  0.31
C  2.62  -1.15  1.16
C  3.46  -0.63  -1.49
C  -3.08  1.59  0.40
C  -3.74  -0.77  -1.01
C  -3.07  1.56  -2.42
H  -0.35  2.61  -2.21
H  -0.95  2.83  0.22
H  0.67  -1.69  -4.01
H  1.09  -3.35  -3.52
H  2.13  -1.98  -3.05
H  0.52  -4.34  -0.96
H  0.35  -3.23  0.43
H  1.86  -3.24  -0.53
H  -1.13  -3.71  -3.06
H  -2.05  -2.19  -2.93
H  -2.03  -3.37  -1.57
H  4.13  1.32  0.24
H  2.81  1.66  1.37
H  2.77  2.34  -0.28
H  3.64  -1.55  1.02
H  1.93  -1.99  1.26
H  2.60  -0.57  2.09
H  4.44  -0.25  -1.19
H  3.22  -0.24  -2.49
H  3.51  -1.73  -1.52
H  -4.14  1.38  0.58
H  -2.97  2.65  0.17
H  -2.52  1.36  1.31
H  -4.42  -0.63  -1.86
H  -4.32  -0.74  -0.08
H  -3.27  -1.75  -1.10
H  -4.06  1.99  -2.21
H  -3.13  0.92  -3.31
H  -2.38  2.39  -2.62
C  -0.25  0.85  -4.69
C  0.67  0.25  -5.58
C  0.53  0.47  -6.96
C  -0.37  1.42  -7.44
C  -1.11  2.19  -6.53
C  -1.03  1.93  -5.16
O  -0.58  0.23  -3.51
H  -0.02  0.46  -2.58
H  1.43  -0.43  -5.20
H  1.15  -0.11  -7.65
H  -0.49  1.56  -8.51
H  -1.76  2.98  -6.89
H  -1.62  2.50  -4.46
C  0.36  0.63  4.64
C  -0.20  -0.03  3.44
C  -1.01  -1.13  3.27
C  -1.20  -1.31  1.90
N  -0.52  -0.33  1.23
N  0.04  0.44  2.19
C  -2.03  -2.35  1.29
H  -0.29  1.45  4.98
H  0.42  -0.11  5.45
H  1.37  1.04  4.47
H  -1.43  -1.76  4.05
H  0.57  1.27  1.98
H  -1.72  -2.59  0.27
H  -1.95  -3.27  1.89
H  -3.09  -2.06  1.28